(1)
{"formula": "C4H9N", "method": "ωB97M-V with the def2-TZVPD basis set", "elements": ["C", "C", "C", "N", "C", "H", "H", "H", "H", "H", "H", "H", "H", "H"], "coordinates": [[0.264, -0.755, -2.077], [0.274, -0.762, 0.591], [1.197, 0.111, 0.739], [-0.158, 0.629, 0.457], [-0.976, 1.156, 1.544], [0.857, -1.596, -2.439], [-0.677, -1.152, -1.668], [0.008, -0.057, -2.866], [-0.177, -1.735, 0.525], [0.871, -0.193, -1.364], [2.153, 0.403, 1.108], [-0.854, 0.676, 2.528], [-0.759, 2.224, 1.634], [-2.018, 1.042, 1.222]], "forces_ev_per_a": [[0.18, 0.14, -0.50], [0.39, -0.11, 0.96], [-0.47, -0.81, 1.56], [-0.40, 0.59, -0.70], [-0.09, 0.14, 0.07], [-0.04, 0.09, -0.28], [0.43, 0.36, 0.15], [-0.03, -0.19, -0.45], [0.15, 0.03, 0.02], [-0.62, -0.46, -0.71], [0.32, 0.26, -0.21], [0.17, -0.05, -0.19], [-0.10, -0.08, 0.10], [0.11, 0.09, 0.18]], "orbital_gap_ev": 9.1, "smiles": "CN1C=C1.C", "homo_energy_ev": -8.0, "e_above_lowest_kcal_mol": 100.7, "lumo_energy_ha": 0.04111}


(2)
{"formula": "C4H9N", "method": "ωB97M-V with the def2-TZVPD basis set", "elements": ["C", "C", "C", "C", "H", "H", "H", "H", "H", "H", "H", "H", "H", "N"], "coordinates": [[0.517, 0.723, -0.558], [-0.211, 0.220, 0.529], [-0.639, -1.164, 0.489], [0.359, -0.756, 1.463], [0.251, 1.757, -2.253], [-0.402, -0.079, -2.178], [1.693, 0.236, -0.791], [0.793, 1.696, -0.174], [-0.860, 0.811, 1.190], [-1.637, -1.713, 0.905], [-0.061, -1.550, -0.421], [0.123, -0.670, 2.561], [1.373, -1.066, 1.118], [-0.204, 0.920, -1.642]], "forces_ev_per_a": [[6.87, 1.46, 1.67], [-2.90, -0.46, 4.28], [-2.04, -3.91, -1.17], [2.98, -0.80, 1.51], [-1.65, -3.35, 1.23], [0.70, 3.84, 1.21], [-2.94, 0.47, 1.10], [0.65, 0.68, -0.13], [0.12, 0.80, -1.25], [2.39, 1.76, -1.66], [-1.66, -0.67, 1.29], [0.44, -0.21, -1.46], [-0.60, 0.16, 1.28], [-2.35, 0.23, -7.91]], "orbital_gap_ev": 10.0, "smiles": "NCC1CC1", "homo_energy_ev": -8.9, "e_above_lowest_kcal_mol": 82.5, "lumo_energy_ha": 0.03880}


(3)
{"formula": "C4H9N", "method": "ωB97M-V with the def2-TZVPD basis set", "elements": ["C", "C", "C", "C", "N", "H", "H", "H", "H", "H", "H", "H", "H", "H"], "coordinates": [[-1.631, 0.847, 0.158], [-1.191, -0.400, 1.020], [-0.027, -1.157, 0.459], [0.928, 0.633, -0.148], [1.128, -0.640, 0.094], [-0.259, 1.109, -0.042], [-2.052, 1.527, 0.923], [-2.330, 0.618, -0.682], [-0.747, -0.109, 2.001], [-2.059, -1.124, 1.087], [-0.072, -2.254, 0.249], [3.234, -0.448, -2.214], [1.844, 1.084, -0.585], [3.233, 0.315, -2.320]], "forces_ev_per_a": [[-0.26, -0.46, 0.93], [0.00, -1.24, -1.46], [-1.15, -2.10, -0.75], [2.58, 1.42, 2.04], [0.00, -0.04, -0.53], [-0.45, 0.32, 0.01], [-0.09, 0.30, -0.86], [0.48, 0.11, 0.74], [-0.82, 0.28, -0.38], [1.02, 0.76, 0.51], [-0.24, 0.72, 0.88], [0.00, 0.94, -0.12], [-1.11, -0.03, -1.09], [0.04, -0.97, 0.08]], "orbital_gap_ev": 5.6, "homo_energy_ev": -6.8, "e_above_lowest_kcal_mol": 162.6, "lumo_energy_ha": -0.04406}


(4)
{"formula": "C4H9N", "method": "ωB97M-V with the def2-TZVPD basis set", "elements": ["C", "N", "H", "H", "H", "C", "C", "C", "H", "H", "H", "H", "H", "H"], "coordinates": [[3.316, -1.008, -0.083], [3.723, 0.083, 0.421], [2.459, -1.505, 0.373], [3.986, -1.573, -0.738], [4.151, 0.761, -0.206], [-2.144, -0.475, 0.734], [-2.012, 0.324, -0.535], [-1.714, 1.621, -0.551], [-3.123, -0.947, 0.820], [-1.418, -1.292, 0.671], [-1.944, 0.127, 1.625], [-1.959, -0.310, -1.415], [-1.482, 2.063, -1.509], [-1.840, 2.131, 0.393]], "forces_ev_per_a": [[1.68, 0.10, 0.99], [-2.75, 1.07, -0.31], [0.32, -0.36, 0.23], [-0.81, 0.06, -1.07], [1.56, -0.87, 0.16], [-0.15, -0.02, -0.24], [0.80, -0.22, 0.64], [-0.79, -1.28, -0.36], [-0.09, 0.02, 0.07], [-0.02, 0.08, 0.24], [-0.06, -0.11, -0.13], [-0.10, 0.32, -0.29], [-0.03, 0.61, 0.24], [0.46, 0.60, -0.17]], "orbital_gap_ev": 10.3, "smiles": "C=CC.C=N", "homo_energy_ev": -9.3, "e_above_lowest_kcal_mol": 53.0, "lumo_energy_ha": 0.03643}


(5)
{"formula": "C4H9N", "method": "ωB97M-V with the def2-TZVPD basis set", "elements": ["C", "C", "C", "C", "N", "H", "H", "H", "H", "H", "H", "H", "H", "H"], "coordinates": [[0.059, 1.280, 1.524], [0.374, 0.863, 0.107], [0.013, -0.444, -0.416], [-0.307, -0.749, -1.870], [-0.082, -1.676, 0.432], [0.603, 0.713, 2.288], [0.259, 2.339, 1.802], [-0.995, 1.023, 1.739], [0.941, 1.579, -0.500], [-0.986, -1.560, -2.021], [0.693, -1.008, -2.362], [-0.664, 0.125, -2.364], [-0.695, -0.714, 0.671], [0.787, -1.770, 0.970]], "forces_ev_per_a": [[0.30, -0.49, 0.97], [-0.47, -2.99, -1.27], [2.74, 2.51, -1.18], [2.89, 0.62, 0.01], [-1.67, 2.80, -0.54], [0.19, -0.05, -0.07], [-0.29, -0.65, -0.74], [0.26, 0.47, -0.03], [-1.02, -0.18, -0.34], [-0.35, -0.54, 0.31], [-1.32, 0.03, 0.43], [-0.35, 0.65, -0.44], [-0.34, -3.07, 2.52], [-0.58, 0.87, 0.35]], "orbital_gap_ev": 8.8, "homo_energy_ev": -8.1, "e_above_lowest_kcal_mol": 85.3, "lumo_energy_ha": 0.02772}


(6)
{"formula": "C4H9N", "method": "ωB97M-V with the def2-TZVPD basis set", "elements": ["C", "C", "H", "H", "H", "H", "C", "C", "N", "H", "H", "H", "H", "H"], "coordinates": [[1.717, -0.248, -1.945], [0.746, -0.744, -2.757], [2.502, -0.985, -1.571], [1.477, 0.671, -1.422], [0.727, -1.761, -3.049], [-0.072, -0.017, -3.078], [-0.063, 0.677, 2.557], [-0.616, 0.373, 1.405], [-1.931, -0.069, 1.150], [-0.497, 0.274, 3.543], [0.974, 0.946, 2.535], [-0.026, 0.639, 0.439], [-2.376, 0.298, 0.326], [-2.562, -0.054, 1.869]], "forces_ev_per_a": [[-1.24, -2.55, -0.06], [0.33, 2.94, 1.01], [-0.92, 1.47, -0.41], [0.85, 0.26, -0.29], [0.02, -0.70, -0.67], [0.97, -1.41, 0.41], [-0.13, -1.73, 2.37], [-0.64, 1.24, -3.00], [2.18, -0.17, -1.97], [0.55, 1.11, -1.52], [0.29, 0.22, 0.27], [-1.21, -0.67, 1.70], [0.37, -0.03, -0.22], [-1.44, 0.02, 2.38]], "orbital_gap_ev": 9.6, "smiles": "C=CN.C=C", "homo_energy_ev": -8.5, "e_above_lowest_kcal_mol": 48.8, "lumo_energy_ha": 0.03990}


(7)
{"formula": "C4H9N", "method": "ωB97M-V with the def2-TZVPD basis set", "elements": ["C", "N", "H", "H", "H", "C", "C", "C", "H", "H", "H", "H", "H", "H"], "coordinates": [[-2.360, -0.632, -0.182], [-2.702, 0.478, 0.286], [-2.593, -0.879, -1.222], [-1.867, -1.485, 0.304], [-2.460, 0.622, 1.258], [1.278, 1.253, -0.339], [1.587, -0.023, 0.375], [2.199, -1.104, -0.101], [0.195, 1.383, -0.287], [1.620, 1.210, -1.368], [1.724, 2.094, 0.193], [1.106, -0.151, 1.341], [2.257, -2.011, 0.487], [2.515, -1.219, -1.132]], "forces_ev_per_a": [[0.05, -1.11, -0.61], [-0.16, 0.55, -0.17], [-0.07, 0.35, -0.01], [0.06, 0.44, 0.49], [0.16, -0.23, 0.31], [-0.02, -0.39, 0.43], [-0.33, -0.73, -0.06], [-0.43, -0.10, -0.24], [-0.01, 0.19, -0.28], [-0.01, 0.20, -0.13], [0.07, 0.11, -0.16], [0.32, 0.29, 0.26], [0.06, 0.07, 0.14], [0.30, 0.36, 0.03]], "orbital_gap_ev": 10.8, "smiles": "C=CC.C=N", "homo_energy_ev": -9.7, "e_above_lowest_kcal_mol": 35.3, "lumo_energy_ha": 0.03963}


(8)
{"formula": "C4H9N", "method": "ωB97M-V with the def2-TZVPD basis set", "elements": ["N", "C", "C", "C", "C", "H", "H", "H", "H", "H", "H", "H", "H", "H"], "coordinates": [[2.184, -0.635, -0.182], [1.372, -0.044, 0.907], [-2.086, 0.399, -0.790], [-0.667, 0.536, -0.374], [-0.081, -0.158, 0.595], [2.631, -1.509, 0.079], [1.669, -0.966, -0.991], [1.707, 1.023, 0.942], [1.772, -0.528, 1.818], [-2.721, 0.223, 0.092], [-2.586, 1.365, -0.986], [-2.414, -0.258, -1.585], [-0.129, 1.397, -0.754], [-0.651, -0.846, 1.229]], "forces_ev_per_a": [[0.65, -1.09, -0.59], [1.64, 0.60, -0.66], [-2.04, 1.34, 1.25], [0.05, 0.32, 0.31], [-0.47, -0.34, 0.90], [0.15, 0.31, 0.54], [-0.56, 0.72, 0.08], [-0.55, -0.60, 0.20], [-0.93, 0.35, -0.10], [0.34, -1.01, 0.01], [0.83, 0.07, -0.68], [0.54, -0.34, -0.15], [0.33, -0.23, -0.53], [0.03, -0.11, -0.59]], "orbital_gap_ev": 10.3, "smiles": "C/C=C/CN", "homo_energy_ev": -9.0, "e_above_lowest_kcal_mol": 26.1, "lumo_energy_ha": 0.04569}


(9)
{"formula": "C4H9N2", "method": "ωB97M-V with the def2-TZVPD basis set", "elements": ["C", "C", "C", "C", "N", "N", "H", "H", "H", "H", "H", "H", "H", "H", "H"], "coordinates": [[-0.112, 1.434, -0.718], [0.696, 0.177, -0.567], [0.533, -0.323, 0.733], [-0.590, -0.571, -0.290], [1.149, -1.809, 1.127], [-1.386, 0.620, -0.408], [-0.032, 2.312, -0.067], [-0.281, 1.844, -1.766], [1.529, -0.272, -1.190], [0.194, 0.434, 1.529], [-0.968, -1.471, -0.647], [2.150, -1.986, 0.941], [1.050, -1.802, 2.071], [-1.899, 0.772, 0.515], [-2.034, 0.640, -1.263]], "forces_ev_per_a": [[-1.22, 1.68, -1.75], [2.45, -0.87, -3.30], [-0.92, -3.48, 3.73], [1.89, 0.08, 0.45], [-0.80, 3.38, -3.84], [-2.38, 1.22, 0.13], [0.44, -0.48, 0.15], [0.62, -0.76, 1.26], [-1.14, 1.31, 0.47], [1.13, -1.51, -0.56], [-0.26, -1.53, -0.20], [-0.61, 0.96, -0.20], [-0.41, -0.34, 3.49], [0.35, 0.44, -1.71], [0.87, -0.10, 1.89]], "orbital_gap_ev": 10.3, "smiles": "N[C@H]1[C@@H]2C[NH2+][C@H]12", "homo_energy_ev": -13.8, "e_above_lowest_kcal_mol": 92.7, "total_charge": 1, "lumo_energy_ha": -0.13181}


(10)
{"formula": "C4H9N2", "method": "ωB97M-V with the def2-TZVPD basis set", "elements": ["C", "C", "C", "C", "N", "N", "H", "H", "H", "H", "H", "H", "H", "H", "H"], "coordinates": [[-1.086, 0.859, -0.166], [0.724, 1.357, 0.207], [0.258, -0.680, -1.317], [-0.217, -0.927, 1.056], [-0.473, 1.992, -0.023], [0.024, -0.009, -0.112], [-2.015, 0.593, -0.470], [1.657, 1.371, -0.243], [0.974, 1.614, 2.182], [-0.114, -0.120, -2.203], [1.313, -0.804, -1.535], [-0.182, -1.730, -1.344], [0.624, -1.568, 1.072], [-0.363, -0.398, 2.017], [-1.123, -1.550, 0.879]], "forces_ev_per_a": [[2.24, 3.67, -0.38], [-0.64, -1.70, 3.55], [0.55, -2.49, -3.74], [-0.69, -0.48, 0.31], [-1.72, 0.29, -0.14], [-0.83, -0.35, 3.98], [-2.92, -0.59, -0.56], [1.76, 1.11, -0.83], [-0.13, -0.54, -3.07], [-0.05, -0.20, 0.76], [0.33, -0.07, 0.39], [0.32, 1.49, 0.24], [0.85, -0.74, 0.50], [0.33, 0.07, -0.77], [0.60, 0.54, -0.24]], "orbital_gap_ev": [9.3, 9.2], "homo_energy_ev": [-14.7, -15.1], "e_above_lowest_kcal_mol": 169.8, "total_charge": 1, "lumo_energy_ha": [-0.19927, -0.21506]}


(11)
{"formula": "C4H9N2", "method": "ωB97M-V with the def2-TZVPD basis set", "elements": ["C", "C", "C", "C", "N", "N", "H", "H", "H", "H", "H", "H", "H", "H", "H"], "coordinates": [[-1.831, -0.398, -0.215], [1.399, 1.203, 0.606], [0.703, 0.803, -0.652], [1.982, -1.255, 0.147], [-3.070, -0.129, -0.053], [1.541, -0.078, 0.016], [-1.616, -1.470, -0.129], [2.266, 1.850, 0.574], [0.835, 1.266, 1.525], [-0.418, 0.499, -0.574], [1.006, 1.188, -1.615], [2.595, -1.520, 0.994], [1.806, -1.987, -0.630], [-3.812, -0.806, 0.129], [-3.385, 0.833, -0.125]], "forces_ev_per_a": [[0.30, -0.22, 0.04], [0.10, 1.01, 0.45], [-1.22, 0.93, -1.02], [0.18, 0.17, -0.24], [-0.83, -0.02, 0.07], [0.83, -1.62, 0.39], [-0.46, -0.18, 0.07], [0.14, -0.13, -0.11], [-0.17, -0.20, 0.10], [0.76, 0.19, 0.12], [0.39, 0.00, -0.03], [0.02, 0.09, 0.22], [-0.15, 0.04, -0.06], [0.13, 0.06, -0.04], [-0.04, -0.10, 0.05]], "orbital_gap_ev": 8.1, "homo_energy_ev": -12.3, "e_above_lowest_kcal_mol": 115.8, "total_charge": 1, "lumo_energy_ha": -0.15675}


(12)
{"formula": "C4H9N2", "method": "ωB97M-V with the def2-TZVPD basis set", "elements": ["C", "C", "C", "C", "N", "N", "H", "H", "H", "H", "H", "H", "H", "H", "H"], "coordinates": [[-1.353, 1.190, -0.127], [1.026, -0.739, -0.435], [3.315, 0.307, 0.078], [-2.598, -0.958, 0.116], [2.015, -0.256, -0.094], [-1.411, -0.073, -0.122], [-0.302, 1.528, 0.074], [-2.146, 2.061, -0.302], [-0.398, -0.804, -0.181], [3.730, 0.628, -0.858], [3.105, 1.159, 0.858], [3.827, -0.444, 0.457], [-3.443, -0.480, -0.323], [-2.498, -2.014, -0.307], [-2.869, -1.103, 1.165]], "forces_ev_per_a": [[0.67, 1.63, -0.10], [0.72, -0.47, 0.66], [-3.44, 4.34, 0.77], [-0.23, -0.70, -1.10], [-0.45, -0.18, -1.37], [-1.22, -2.66, 1.43], [-0.89, 0.20, -0.82], [1.20, -2.54, 0.72], [-0.78, 2.27, -0.20], [-0.04, 0.38, -0.34], [1.15, -1.46, -1.61], [3.03, -3.12, 2.08], [-0.83, 0.17, -0.52], [0.34, 1.72, 0.26], [0.77, 0.44, 0.13]], "orbital_gap_ev": 11.4, "homo_energy_ev": -15.4, "e_above_lowest_kcal_mol": 92.2, "total_charge": 1, "lumo_energy_ha": -0.14915}